[1]
# C2H3FNaO2

A molecular structure, C2H3FNaO2 (ωB97M-V/def2-TZVPD, the OMol25 dataset).

The geometry in XYZ format:
```
9
Properties=species:S:1:pos:R:3
F -3.0075 -0.3729 0.8731
H -2.6411 -1.4641 0.9213
O 1.0266 -0.8415 -0.3900
C 0.2626 -0.0051 0.0346
C -0.7502 -0.4536 1.1003
O -0.9653 -1.7045 1.0519
Na 0.8819 -3.0816 0.3663
H 0.2179 1.0283 -0.3472
H -0.8862 0.1618 2.0027
```

Summary:
- gap between HOMO and LUMO (eV) = 9.602
- net charge = +1
- LUMO level (eV) = -5.9235
- HOMO energy (eV) = -15.526

***

[2]
# C2H3FSi

2 unconnected molecules or ions with the total composition C2H3FSi (ωB97M-V/def2-TZVPD, the OMol25 dataset).

The geometry in XYZ format:
```
7
Properties=species:S:1:pos:R:3
C 2.2555 0.0400 0.4440
C 3.3419 0.2420 -0.0120
F 4.8239 -0.1404 -0.1059
Si -0.8542 -0.6481 -0.1574
H 1.5543 -0.7547 0.0197
H -2.1868 -0.0138 0.1890
H -0.0129 -0.4999 1.0280
```

Summary:
- spin multiplicity = 3
- gap between HOMO and LUMO (alpha / beta) (eV) = 6.899 / 8.925
- LUMO level (alpha / beta) (eV) = -0.7085 / -2.2826
- HOMO energy (alpha / beta) (eV) = -7.608 / -11.207

***

[3]
# C2H3I2NO

A molecular structure, C2H3I2NO (ωB97M-V/def2-TZVPD, the OMol25 dataset).

The geometry in XYZ format:
```
9
Properties=species:S:1:pos:R:3
C -1.3902 -0.5876 -0.2805
C 0.0646 -0.2039 0.0635
N 0.3804 -0.4100 1.3533
O -2.1491 -0.9810 0.5631
I 0.8777 -1.7401 -1.5721
I -0.0645 -2.2491 2.2758
H -1.6806 -0.5370 -1.3983
H 0.3466 0.7029 -0.2444
H 1.2696 -0.2657 1.8070
```

Summary:
- gap between HOMO and LUMO (eV) = 8.307
- LUMO level (eV) = -0.8501
- HOMO energy (eV) = -9.157

***

Table of ΔE to the lowest compared entry with this formula, charge and spin (kJ/mol), in record order: 81.4; 433.2; 162.7
Table of strongest force on any atom (eV Å⁻¹), in record order: 5.435; 8.930; 4.368